Entry 1:
Molecular formula: C43H40BrN3O4TeZn
Method: DFT, ωB97M-V/def2-TZVPD

Cartesian coordinates (Å):
Zn  17.45413  11.54969  15.45786
Br  20.14449  6.16768  11.00893
C  19.85059  7.58445  12.25242
C  20.71437  8.68469  12.24686
C  20.51335  9.70836  13.11741
C  19.34557  9.76690  13.93092
O  19.17586  10.82084  14.64566
C  18.53228  8.58897  14.01635
C  17.44894  8.51450  14.90474
N  16.91853  9.57231  15.51682
C  15.83032  9.43320  16.34443
C  14.79608  8.50936  16.18180
C  13.81335  8.38645  17.17715
C  13.86044  9.18034  18.31149
C  14.83967  10.20833  18.49480
C  14.95213  11.07988  19.60438
C  15.91335  12.08532  19.60972
C  16.78665  12.17337  18.51535
N  16.79665  11.31413  17.48016
C  15.81902  10.36080  17.47199
C  18.80256  7.50321  13.12619
H  21.51071  8.69404  11.54121
H  21.23041  10.53632  13.18685
H  17.05304  7.51747  15.20194
H  14.79988  7.87731  15.28629
H  13.04561  7.62206  17.05946
H  13.08857  9.08624  19.07981
H  14.24550  10.94037  20.44027
H  16.02068  12.82440  20.39036
H  17.53091  12.93088  18.53839
H  18.20198  6.60532  13.14836
C  16.19812  8.93375  11.12558
O  15.63572  9.99825  11.85916
C  16.21438  11.26722  11.79530
O  17.04688  11.58137  12.59284
H  16.27954  8.09594  11.81009
H  17.19277  9.13226  10.67258
H  15.54019  8.63525  10.28888
C  7.60913  12.02694  10.90276
C  8.84758  12.13867  11.67616
C  9.20576  11.21268  12.64625
C  10.40269  11.37851  13.34472
C  10.81725  10.47753  14.46887
C  11.26631  12.43898  13.03598
Te  13.34516  12.69195  14.01580
N  14.91139  12.56586  15.29220
C  15.72785  13.60425  15.44282
O  17.00072  13.51772  15.42311
C  15.25954  14.96617  15.70010
C  16.21195  15.96957  15.80994
C  15.85747  17.25631  16.11630
C  14.48548  17.55749  16.18679
C  13.51848  16.55748  15.97624
C  13.89511  15.23133  15.78695
C  15.82404  12.06014  10.53778
C  16.23395  13.41624  10.39747
C  16.88093  14.24276  11.48952
C  16.24534  13.99950  9.11563
C  15.66924  13.40064  8.00949
C  15.55729  14.09463  6.67406
C  15.08663  12.13833  8.18524
C  14.92754  11.59359  9.46701
C  13.70729  10.71987  9.64535
C  10.89503  13.36748  12.06175
C  11.77876  14.52834  11.68080
C  9.68759  13.21586  11.38290
H  6.70819  12.00608  11.53602
H  7.53260  11.11896  10.28870
H  7.52889  12.91232  10.24279
H  8.51833  10.37253  12.89130
H  10.00826  9.74907  14.75486
H  11.03022  11.04604  15.37263
H  11.74304  9.93559  14.26986
H  17.23558  15.62520  15.68884
H  16.62010  18.02022  16.33581
H  14.12266  18.55498  16.46908
H  12.49010  16.92373  16.07146
H  13.06708  14.47079  15.79892
H  16.17217  14.61428  12.26408
H  17.38812  15.11268  11.07257
H  17.62417  13.61060  11.98439
H  16.77657  14.94659  9.07139
H  16.43275  14.69226  6.38955
H  14.65062  14.72810  6.68118
H  15.39350  13.33731  5.91437
H  14.66425  11.62845  7.30251
H  13.78512  9.76771  9.07370
H  12.79005  11.20899  9.22293
H  13.50314  10.44186  10.70526
H  11.96777  15.17939  12.55126
H  11.31743  15.17765  10.92439
H  12.75894  14.18719  11.36392
H  9.40884  13.93829  10.60655

Its HOMO-LUMO gap (alpha / beta) is 4.050 / 3.948 eV. The energy above the lowest of the compared OMol25 structures with the same formula, charge and spin is 0.0 kJ/mol. Its total charge is -1. The HOMO energy (alpha / beta) comes out at -2.708 / -2.605 eV. The value obtained for the LUMO energy (alpha / beta) is 1.3425 / 1.3428 eV. The value obtained for the molar mass is 935.70 g/mol. As for the spin multiplicity: 2.



Entry 2:
Molecular formula: C43H40FN5SW
Method: DFT, ωB97M-V/def2-TZVPD

Cartesian coordinates (Å):
W  0.05166  0.37364  -0.17800
C  4.29639  0.58166  0.92684
C  4.30906  0.29011  2.28464
C  3.10908  0.03746  2.90860
C  1.93323  0.08438  2.17396
N  1.90568  0.44646  0.86802
C  3.09677  0.67230  0.26649
C  0.65065  -0.34794  2.66793
C  0.37478  -0.77922  3.95344
C  -0.87130  -1.29205  4.24718
C  -1.82919  -1.35840  3.24023
C  -1.53036  -0.88353  1.99092
N  -0.29732  -0.37177  1.69285
C  -2.46197  -0.78921  0.87688
C  -3.82507  -0.99248  0.96886
C  -4.62396  -0.80734  -0.14357
C  -4.02350  -0.45421  -1.34400
C  -2.66446  -0.26220  -1.37127
N  -1.88622  -0.37710  -0.27412
H  5.21519  0.75807  0.38513
H  5.23934  0.25600  2.83747
H  3.07138  -0.22849  3.95672
H  3.06954  0.90483  -0.78215
H  1.13474  -0.71821  4.71991
H  -1.09347  -1.65078  5.24392
H  -2.80518  -1.77958  3.44216
H  -4.25990  -1.27341  1.91856
H  -5.69670  -0.94783  -0.08566
H  -4.60055  -0.32958  -2.24947
H  -2.16667  -0.02658  -2.29830
C  -2.16763  -4.44360  0.20603
C  -0.66930  -4.43303  0.28274
C  -0.02341  -5.63336  0.66298
C  1.32721  -5.66708  0.75156
C  2.06919  -4.51720  0.39643
C  3.47942  -4.51962  0.40731
C  4.17642  -3.43269  -0.02590
C  3.48703  -2.32720  -0.55044
C  2.11174  -2.27814  -0.57973
S  1.36549  -1.02677  -1.59956
C  1.34763  -3.37402  -0.04009
N  -0.01408  -3.33060  -0.01987
H  -2.51190  -5.40866  -0.16655
H  -2.53068  -3.66788  -0.46315
H  -2.60736  -4.30412  1.19727
H  -0.62171  -6.50985  0.88100
H  1.84862  -6.56502  1.06282
H  4.00024  -5.41286  0.73310
H  5.25905  -3.43452  -0.01740
H  4.05367  -1.51677  -0.99108
C  -3.27021  2.81589  0.19762
C  -2.61948  3.23394  1.51060
C  -2.66368  2.12057  2.56697
C  -1.18997  3.78113  1.47848
C  -1.00874  4.79217  2.42239
C  0.18801  5.45427  2.58175
C  1.23308  5.14404  1.74122
C  1.12542  4.14573  0.78067
C  2.30544  4.03461  -0.17456
C  3.63288  4.06206  0.59523
C  2.32776  5.20400  -1.17320
C  -0.07454  3.38744  0.69344
N  -0.17764  2.38549  -0.39364
C  -0.46457  3.00302  -1.64191
C  -0.77918  4.34668  -1.84939
C  -1.06588  4.80157  -3.12801
C  -1.05228  3.94973  -4.22595
C  -0.74619  2.60697  -4.04882
C  -0.47116  2.21307  -2.76940
F  -0.19678  0.88715  -2.49106
H  -4.31356  2.55100  0.38378
H  -2.78417  1.96136  -0.24960
H  -3.25809  3.62898  -0.52762
H  -3.23326  4.05261  1.88644
H  -1.86393  1.40801  2.37749
H  -3.62590  1.59953  2.56254
H  -2.50345  2.53319  3.56443
H  -1.85948  5.08644  3.02694
H  0.28846  6.23954  3.32212
H  2.15330  5.71302  1.81182
H  2.22140  3.11189  -0.74185
H  3.87278  5.08084  0.90461
H  4.45088  3.72571  -0.04472
H  3.59823  3.44232  1.48944
H  2.27241  6.15531  -0.63931
H  1.50265  5.16248  -1.87997
H  3.26068  5.19003  -1.74180
H  -0.81653  5.03016  -1.01193
H  -1.30326  5.84915  -3.26469
H  -1.29174  4.32236  -5.21368
H  -0.72116  1.89871  -4.86840

Its HOMO-LUMO gap (alpha / beta) is 5.115 / 5.127 eV. Its total charge is +2. The HOMO energy (alpha / beta) comes out at -12.401 / -12.416 eV. The value obtained for the LUMO energy (alpha / beta) is -7.2855 / -7.2893 eV. The value obtained for the molar mass is 861.73 g/mol.



Entry 3:
Molecular formula: C43H40N10ORuSe
Method: DFT, ωB97M-V/def2-TZVPD

Cartesian coordinates (Å):
Ru  -0.78814  -0.32957  -0.20573
C  -2.08717  1.55615  1.82877
N  -0.93643  1.55491  0.89782
C  -1.00465  2.66137  -0.05799
C  -1.99144  2.32736  -1.13950
C  -2.71435  3.29037  -1.82150
C  -3.56986  2.89221  -2.83558
C  -3.69187  1.53993  -3.12249
C  -2.94615  0.63900  -2.38791
N  -2.10726  1.02276  -1.41635
C  0.37943  1.51023  1.59630
C  0.38470  0.30900  2.47999
C  0.86672  0.30106  3.77314
C  0.74930  -0.86098  4.51698
C  0.11907  -1.95887  3.95195
C  -0.32842  -1.86819  2.64871
N  -0.18731  -0.76302  1.91372
C  -2.92238  0.32148  1.73662
C  -3.98413  0.11535  2.60582
C  -4.73751  -1.03499  2.48433
C  -4.41751  -1.94757  1.48556
C  -3.35772  -1.66435  0.65490
N  -2.61976  -0.54580  0.77624
H  -1.74118  1.67444  2.85611
H  -2.72224  2.41854  1.61404
H  -1.26234  3.60778  0.42513
H  -0.01321  2.78836  -0.48434
H  -2.60091  4.33638  -1.56611
H  -4.14125  3.62676  -3.38860
H  -4.35800  1.18909  -3.89834
H  -3.01948  -0.42676  -2.56374
H  1.14776  1.38343  0.83189
H  0.59043  2.42699  2.15421
H  1.33032  1.18711  4.18713
H  1.12560  -0.90160  5.53137
H  -0.02678  -2.87233  4.51254
H  -0.84439  -2.69730  2.18816
H  -4.21539  0.85541  3.36191
H  -5.56880  -1.21799  3.15292
H  -4.98692  -2.85640  1.35062
H  -3.07878  -2.33158  -0.14942
C  1.66596  -6.78368  -12.10106
O  1.44998  -5.38473  -11.75148
C  1.31215  -5.00640  -10.52331
C  1.41913  -5.88167  -9.39836
C  1.23833  -5.37481  -8.15171
C  0.96193  -3.98966  -7.95245
C  0.87984  -3.12435  -9.08767
C  1.04392  -3.61555  -10.33640
C  0.78480  -3.42525  -6.66351
N  0.82974  -2.11045  -6.41225
C  0.63058  -1.98885  -5.09370
C  0.43308  -3.23377  -4.49614
N  0.54220  -4.13566  -5.50046
C  0.09761  -3.38598  -3.10406
C  -0.14343  -4.59339  -2.44860
C  -0.50985  -4.56743  -1.12478
C  -0.66617  -3.33821  -0.49304
N  -0.44019  -2.17553  -1.09853
C  -0.01964  -2.19553  -2.37637
C  0.34459  -0.91088  -2.94378
N  0.40831  0.11824  -2.07757
C  0.75942  1.30381  -2.56609
C  1.02913  1.53303  -3.91250
C  0.97490  0.47937  -4.79446
C  0.64291  -0.77902  -4.29802
H  1.63543  -6.81150  -13.18234
H  0.87054  -7.39560  -11.68348
H  2.64240  -7.10110  -11.74293
H  1.65707  -6.92607  -9.53532
H  1.34754  -6.03915  -7.30344
H  0.66972  -2.07644  -8.92702
H  0.96865  -2.98986  -11.21581
H  0.43181  -5.13391  -5.42900
H  -0.03605  -5.53931  -2.96588
H  -0.69454  -5.48005  -0.57599
H  -1.00157  -3.28642  0.52810
H  0.86664  2.10641  -1.85692
H  1.30102  2.52687  -4.24017
H  1.20634  0.59921  -5.84482
C  2.62460  -4.55583  2.50464
N  3.88971  -3.93384  2.16279
C  5.13412  -4.46294  2.48852
C  6.05461  -3.58811  2.05748
N  5.36839  -2.53322  1.47304
C  5.98594  -1.33651  0.91402
C  4.03662  -2.74257  1.54019
Se  2.73696  -1.60422  0.85971
H  2.49450  -4.57795  3.58608
H  2.59480  -5.57335  2.11847
H  1.83682  -3.95697  2.05450
H  5.24488  -5.40834  2.98993
H  7.12901  -3.62026  2.10849
H  7.06449  -1.46002  0.95140
H  5.69411  -0.46278  1.49175
H  5.66104  -1.20142  -0.11434

Its HOMO-LUMO gap (alpha / beta) is 5.854 / 2.988 eV. The energy above the lowest of the compared OMol25 structures with the same formula, charge and spin is 82.5 kJ/mol. Its total charge is +3. The HOMO energy (alpha / beta) comes out at -12.944 / -12.944 eV. The value obtained for the LUMO energy (alpha / beta) is -7.0908 / -9.9565 eV. The value obtained for the molar mass is 892.89 g/mol. As for the spin multiplicity: 2.